Below is C4H6N2 in the gas phase, with properties calculated with the ωB97M-V functional and the def2-TZVPD basis.

HOMO   -8.890 eV
Maximum force   0.02149 hartree/bohr
Gap between HOMO and LUMO   8.61 eV
E   -265.36964 Ha
Relative energy (zero: lowest compared OMol25 entry of this formula, charge and spin)   104.1 kcal per mole

Positions of all 12 atoms, in Å:
C1 -0.749 0.899 1.499
C2 -0.423 0.754 0.072
C3 0.814 -0.031 -0.147
N1 0.788 -0.847 -1.357
C4 -0.404 -1.257 -1.813
N2 -1.438 -1.653 -2.166
H1 -1.123 1.895 1.750
H2 -0.042 0.524 2.258
H3 -1.653 0.259 1.536
H4 1.525 0.808 -0.281
H5 1.197 -0.626 0.700
H6 1.509 -0.725 -2.050